Below is C3H8O as an isolated structure, with properties calculated with the ωB97M-V functional and the def2-TZVPD basis.

Its charge is +1. The calculation puts the HOMO energy (spin up / spin down) at -17.16 / -17.14 eV. The calculation puts the lowest unoccupied orbital energy (spin up / spin down) at -5.4 / -9.4 eV. Its spin multiplicity is 2. As for the HOMO-LUMO gap (spin up / spin down): 0.432 / 0.283 Ha. The value obtained for the molecular weight is 60.10 g mol⁻¹.

Cartesian coordinates (Å):
O -0.16385 -0.55614 1.23426
C 2.00750 0.26072 -0.09716
C -1.67993 -0.38330 -0.56973
C -1.22641 -0.20400 0.71787
H -2.68195 -0.02247 -0.72950
H -1.06717 0.64475 -0.41265
H 1.91896 -0.49200 0.68066
H -1.13653 -0.94785 -1.31918
H 2.19667 1.20411 0.42145
H -2.04391 0.06924 1.41345
H 1.03044 0.33942 -0.57309
H 2.84619 0.08751 -0.76640

Force components x, y, z for each atom (eV/Å):
-0.2 0.2 0.6
0.2 0.4 0.8
0.6 1.5 -1.6
-0.7 -2.6 2.6
-0.3 -0.3 -0.2
-0.4 0.6 -1.5
0.6 -0.2 -0.2
0.0 -0.1 0.1
-0.1 0.0 0.0
0.5 0.7 0.4
0.3 0.1 -0.7
-0.4 -0.3 -0.2

Atomic partial charges in e from the Mulliken method, atoms 1 to 6: -0.093 -0.809 -0.553 0.230 0.328 0.336

---

Below is an isolated ion of composition C4H7N2O3S and charge +1, with properties calculated with the ωB97M-V functional and the def2-TZVPD basis.

Its charge is +1. The calculation puts the HOMO energy at -14.24 eV. The calculation puts the lowest unoccupied orbital energy at -4.3 eV. Its SMILES is NC(=[NH2+])CS(=O)(=O)C=C=O. As for the HOMO-LUMO gap: 0.365 Ha. The value obtained for the molecular weight is 163.18 g mol⁻¹.

Cartesian coordinates (Å):
S -0.99157 -0.57346 -1.26093
O -0.95142 0.81667 -1.49571
O -2.89017 1.24705 1.01125
O -1.12834 -1.40094 -2.39964
N 1.54122 1.39151 -0.19500
N 1.20806 0.12471 1.60707
C -2.63267 0.23942 0.55565
C 1.16109 0.26428 0.30731
C -2.10660 -0.81754 0.09549
C 0.76383 -0.87902 -0.55886
H 1.39908 0.86459 2.18154
H 0.87422 -1.72225 0.01847
H -2.36773 -1.76291 0.33712
H 1.07783 -0.72463 2.18634
H 1.92131 2.16675 0.34133
H 1.68467 1.60569 -1.17849
H 1.43719 -0.83995 -1.55295

Force components x, y, z for each atom (eV/Å):
1.0 -0.2 0.6
-0.1 2.1 0.1
-0.9 0.8 0.3
-0.3 -1.2 0.4
1.1 2.2 -1.1
-0.9 -2.9 0.7
-0.3 2.9 1.4
0.2 -0.8 -0.2
2.7 -1.4 -3.2
0.4 2.5 -3.2
0.7 2.5 1.4
0.1 -2.4 0.7
-0.9 -2.8 0.8
-0.2 0.5 -1.4
-0.3 -0.4 0.4
-0.7 -0.8 0.0
-1.6 -0.5 2.3

Atomic partial charges in e from the Mulliken method, atoms 1 to 6: 1.111 -0.594 -0.255 -0.567 -0.325 -0.365

---

Below is C10H14N3 as an isolated structure, with properties calculated with the ωB97M-V functional and the def2-TZVPD basis.

Its charge is +1. The calculation puts the HOMO energy at -12.18 eV. The calculation puts the lowest unoccupied orbital energy at -3.7 eV. As for the HOMO-LUMO gap: 0.312 Ha. The value obtained for the molecular weight is 176.24 g mol⁻¹.

Cartesian coordinates (Å):
N 0.00434 -2.19350 0.45882
N -1.47374 0.02268 0.74440
N 1.10830 -2.03079 0.67380
C -0.91206 -0.65297 -1.69395
C 0.87865 0.12650 -0.06721
C 2.74464 1.58043 -0.48386
C 3.64109 0.59136 -0.15388
C -2.47329 -1.04667 1.13796
C -2.31254 1.19872 0.38929
C -0.46878 -0.44831 -0.24628
C 3.14993 -0.72544 0.31984
C 1.35310 1.35022 -0.54746
C 1.82459 -0.95442 0.28349
H -0.79568 0.30677 1.51454
H -3.24363 -1.12054 0.37729
H 0.75596 2.14301 -0.78288
H -3.27565 0.88632 -0.10383
H 4.65114 0.86372 -0.17022
H -1.88468 -1.97936 1.24914
H -1.61040 1.95655 -0.08282
H -0.03755 -0.92578 -2.40199
H -1.30629 0.30743 -1.92076
H 3.00154 2.60530 -0.66714
H 3.85889 -1.44617 0.67729
H -2.59698 1.75004 1.32716
H -2.94186 -0.72628 2.01040
H -1.63905 -1.43883 -1.84115

Force components x, y, z for each atom (eV/Å):
-5.5 2.0 -1.4
0.0 -0.1 0.6
5.7 -3.2 1.6
1.5 -0.4 0.1
0.6 -0.3 -1.6
-0.8 -0.3 0.0
-2.5 -1.6 0.9
1.9 -1.1 -0.8
0.5 2.4 0.5
0.7 -2.6 -0.4
1.9 2.3 -1.0
1.7 -3.2 2.2
-1.4 4.4 -0.3
-1.6 -0.5 -0.5
0.3 -0.1 -0.3
-1.8 1.8 -0.8
1.5 0.6 0.0
1.4 -0.2 0.2
-1.0 0.5 0.1
-1.4 -1.0 -0.2
-1.3 0.7 1.5
-0.6 0.7 -1.2
0.8 0.1 -0.3
0.1 -0.3 0.0
0.1 -0.9 -0.6
-0.7 0.4 1.7
-0.4 -0.1 0.2

Atomic partial charges in e from the Mulliken method, atoms 1 to 6: -0.450 0.137 -0.154 -1.321 0.169 -0.592

---

Below is C37H26ClN6O3SV as an isolated structure, with properties calculated with the ωB97M-V functional and the def2-TZVPD basis.

Its charge is +3. The calculation puts the HOMO energy (spin up / spin down) at -16.04 / -16.04 eV. The calculation puts the lowest unoccupied orbital energy (spin up / spin down) at -10.5 / -10.2 eV. Its spin multiplicity is 2. As for the HOMO-LUMO gap (spin up / spin down): 0.203 / 0.215 Ha. The value obtained for the molecular weight is 721.12 g mol⁻¹.

Cartesian coordinates (Å):
V 0.24887 0.05432 0.17648
Cl 1.98390 -2.95240 -6.11594
S 1.65510 0.48630 2.99210
O 1.37144 0.87618 1.49212
O 1.37235 -0.73589 -0.74477
O -1.08221 -0.62429 -1.13534
N -1.86355 -3.04389 3.17958
N 0.19789 1.84160 -0.89294
N -0.51075 -1.32208 1.50886
N -3.82887 5.47066 5.92665
N -0.40715 4.09642 -2.37262
N -1.21023 1.09080 1.12409
C -0.70398 2.74659 -0.44901
C 3.10397 1.43388 3.38857
C 2.94121 -2.08898 -3.75627
C -0.97438 -3.49441 2.30388
C 1.93597 -2.01447 3.96043
C 4.78524 3.01891 2.83505
C -2.16779 1.42713 3.26609
C 4.76950 1.95364 5.00320
C 2.32926 -1.14836 2.94953
C -2.83217 3.71788 4.01571
C 0.55163 -2.05650 -4.03344
C 0.81038 2.08629 -2.05258
C -1.31557 2.40209 0.85038
C 3.25613 -1.50570 1.97693
C -0.29172 -2.63733 1.45214
C -1.41465 -0.85417 2.39827
C -1.63544 0.60593 2.30595
C 0.51050 3.22956 -2.78062
C 0.42974 -1.52227 -2.75065
C 2.83192 -1.56753 -2.46894
C 3.79202 -2.78104 2.02177
C 3.41527 -3.66604 3.03210
C 1.58268 -1.28902 -1.98338
C -3.63868 4.78501 3.64087
C -3.05152 4.44774 6.27558
C 2.49519 -3.28665 4.00066
C -2.28497 2.80185 3.00368
C -1.00788 3.86082 -1.21075
C 3.64522 2.31594 2.46750
C -4.11976 5.62604 4.63581
C -2.53595 3.53859 5.36127
C 1.81234 -2.32993 -4.53919
C 5.34429 2.83474 4.09170
C 3.63227 1.24363 4.65951
C -0.86959 -1.19341 -2.22713
C -2.08733 -1.73330 3.22663
C -1.84067 3.28609 1.76105
H 5.23452 3.71524 2.13970
H 3.19174 2.45654 1.49676
H -0.32863 -2.25152 -4.63530
H -1.76242 4.56877 -0.88851
H -4.76298 6.46039 4.38617
H 2.21968 -3.97186 4.79143
H 5.20549 1.82374 5.98430
H 1.01674 3.43967 -3.71443
H -1.89201 2.73462 5.69810
H 0.44022 -3.00299 0.74406
H -1.87136 4.34621 1.54804
H -2.82882 4.35143 7.33093
H -1.74530 -1.45762 -2.82409
H -3.92665 4.94595 2.60891
H 3.57326 -0.78959 1.22804
H 6.23320 3.38596 4.36830
H -2.83604 -1.38168 3.92669
H 3.86044 -4.65182 3.07252
H 3.17646 0.55866 5.36610
H -0.80008 -4.56274 2.27028
H 1.21762 -1.70247 4.71157
H 1.55346 1.38183 -2.40017
H 3.91882 -2.31422 -4.16391
H 3.70998 -1.38402 -1.86275
H 4.53321 -3.08321 1.29329
H -2.49803 1.02555 4.21499

Force components x, y, z for each atom (eV/Å):
-0.4 1.1 1.6
0.0 0.0 0.0
0.2 0.0 0.1
0.2 -0.3 0.0
2.0 -1.3 -1.7
-0.2 -0.2 -0.5
0.1 0.1 0.0
-0.4 0.4 0.0
-0.4 -0.2 0.2
0.1 -0.1 -0.2
0.1 -0.1 0.0
-0.6 0.4 0.1
0.1 -0.2 0.1
-0.1 0.2 -0.2
0.1 0.0 0.0
-0.1 0.0 0.2
-0.1 0.0 0.0
0.0 0.0 0.0
-0.2 0.1 0.1
0.0 0.0 0.0
-0.1 0.1 0.0
0.1 -0.1 -0.1
-0.2 0.0 0.0
0.1 -0.1 0.1
0.1 -0.2 -0.1
0.1 0.0 0.0
0.1 0.1 0.0
0.1 0.1 -0.2
0.1 -0.2 -0.3
-0.1 0.2 0.0
-0.2 0.1 0.1
0.3 -0.1 0.1
0.0 0.0 0.0
0.0 0.0 0.0
-0.6 0.1 0.1
-0.1 0.1 0.0
-0.1 0.1 -0.1
0.0 0.0 0.0
0.0 0.1 0.0
0.1 0.1 -0.1
0.0 0.0 0.0
0.0 0.0 0.2
0.0 0.0 0.1
0.1 0.0 0.0
0.0 0.0 0.0
0.0 0.0 0.0
-0.1 0.0 0.1
0.0 -0.2 0.1
-0.2 0.0 0.1
0.0 0.0 0.0
0.0 0.0 0.0
0.0 0.0 0.0
0.0 0.0 0.0
0.0 0.0 0.0
0.0 0.0 0.0
0.0 0.0 0.0
0.0 0.0 0.0
0.0 0.0 0.0
0.0 0.0 0.0
0.0 0.0 0.0
0.0 0.0 0.0
0.0 0.0 0.0
0.0 0.0 0.0
0.0 0.0 0.0
0.0 0.0 0.0
0.0 0.0 0.0
0.0 0.0 0.0
0.0 0.0 0.0
0.0 0.0 0.0
0.0 0.0 0.0
0.0 0.0 0.0
0.0 0.0 0.0
0.0 0.0 -0.1
0.0 0.0 0.0
0.0 0.0 0.0

Atomic partial charges in e from the Mulliken method, atoms 1 to 6: -0.284 -0.109 0.223 -0.038 0.274 -0.382

---

Below is one molecule with the formula C3H7N3O2, with properties calculated with the ωB97M-V functional and the def2-TZVPD basis.

Its charge is 0. The calculation puts the HOMO energy at -8.81 eV. The calculation puts the lowest unoccupied orbital energy at 0.8 eV. Its SMILES is C=N/N=C(\NO)OC. As for the HOMO-LUMO gap: 0.354 Ha. The value obtained for the molecular weight is 117.11 g mol⁻¹.

Cartesian coordinates (Å):
O 1.81626 -1.93445 0.23592
O 1.54914 0.14103 0.19502
N -0.79387 0.25582 -0.05486
N -1.91350 -0.66272 0.19553
N 0.57317 -1.73477 -0.21545
C 0.34954 -0.37204 -0.01510
C -2.97350 -0.10154 0.03598
C 1.56872 1.79466 0.05753
H 1.64573 2.29895 1.19201
H 0.58225 1.90719 -0.59921
H -0.30018 -2.11365 0.04963
H 2.26579 -1.89469 -0.47200
H -3.16615 0.95910 -0.12494
H 2.49699 2.17419 -0.80246
H -3.70036 -0.71708 0.32240

Force components x, y, z for each atom (eV/Å):
-3.5 -4.6 9.1
0.2 6.4 -0.7
0.5 -1.0 0.9
6.3 -0.4 -0.9
-1.9 4.1 -1.5
-0.7 0.1 -0.4
-1.7 3.3 -0.2
0.0 -0.6 -1.7
-0.3 -1.6 -3.5
2.0 0.5 2.2
-0.4 -2.5 1.2
5.6 0.2 -7.9
0.4 -0.1 -0.4
-2.5 -1.7 3.2
-3.8 -2.0 0.7

Atomic partial charges in e from the Mulliken method, atoms 1 to 6: -0.355 -0.394 -0.283 -0.508 -0.170 0.597

---

Question: The lowest charge belongs to which entry?
Answer: C3H7N3O2